This record from OMol25 describes an isolated ion of composition C22H22FN2O2 and charge +1. The level of theory is the ωB97M-V functional and the def2-TZVPD basis.

Calculated values
HOMO-LUMO gap ... 8.547 eV
Net charge ... +1
Energy relative to the best compared isomer or geometry (same formula, charge and spin) ... 0.00 kJ/mol
SMILES ... C[N@H+](CC(=O)Nc1ccccc1Oc1ccccc1)Cc1ccccc1F

```
49
Properties=species:S:1:pos:R:3:forces:R:3
C -4.45131 -2.28097 -1.71047 -0.4 -0.5 -0.4
N -3.53411 -1.37949 -1.00788 -0.2 0.6 -0.2
H -3.66503 -0.36940 -1.32284 0.0 -0.5 0.1
C -2.11272 -1.56903 -1.35237 0.7 0.2 -0.2
H -1.61237 -2.24052 -0.65652 -0.2 0.0 0.0
H -2.02560 -1.97194 -2.36417 -0.1 0.1 0.1
C -1.53475 -0.13005 -1.33640 -0.4 -0.5 -0.1
O -2.34274 0.76702 -1.54378 0.2 0.2 -0.2
N -0.24246 -0.02132 -1.07278 0.5 -0.2 0.0
C 0.50138 1.15411 -0.83572 0.3 0.1 0.1
C 0.03373 2.43359 -1.08701 -0.1 0.0 -0.1
C 0.83105 3.52405 -0.78567 0.1 0.0 0.0
C 2.08427 3.33803 -0.22764 -0.1 0.0 0.0
C 2.55937 2.06341 0.02805 0.0 -0.3 0.1
C 1.77759 0.96011 -0.28126 -0.3 0.5 -0.1
O 2.12275 -0.33614 -0.01773 -0.1 -0.1 0.0
C 3.46247 -0.69416 0.08035 0.4 -0.2 0.0
C 3.80550 -1.59588 1.07765 -0.3 0.2 -0.1
C 5.11215 -2.03953 1.17394 0.1 0.0 0.0
C 6.06979 -1.58559 0.28269 0.1 0.0 0.0
C 5.71698 -0.69355 -0.71604 0.0 0.0 0.0
C 4.41252 -0.24596 -0.82663 -0.3 0.0 0.0
H 4.13026 0.44055 -1.61160 0.0 0.0 -0.1
H 6.45773 -0.34478 -1.41880 0.1 0.0 -0.1
H 7.08902 -1.92912 0.36338 0.1 0.0 0.0
H 5.38114 -2.73845 1.95062 0.0 -0.1 0.1
H 3.04669 -1.94042 1.76320 -0.1 0.0 0.1
H 3.53124 1.91960 0.47461 0.1 0.0 0.0
H 2.70065 4.18888 0.01570 0.1 0.1 0.0
H 0.46911 4.51928 -0.98636 0.0 0.1 0.0
H -0.94523 2.56977 -1.51390 0.0 0.0 0.0
H 0.30616 -0.85576 -0.88542 -0.3 0.0 0.0
C -3.75019 -1.40071 0.47017 0.1 0.1 0.8
C -2.97781 -0.30014 1.14861 0.1 -0.2 0.2
C -3.49637 0.98688 1.24532 0.2 0.0 0.2
C -2.75492 2.00664 1.81345 -0.2 0.1 -0.1
C -1.48227 1.75886 2.30216 0.0 -0.1 0.0
C -0.94836 0.48412 2.23420 0.0 -0.2 0.0
C -1.70328 -0.51868 1.66000 -0.2 0.2 0.0
F -1.17415 -1.76259 1.55603 0.0 0.0 0.1
H 0.03654 0.25939 2.60984 0.1 0.0 0.0
H -0.90275 2.55670 2.73760 0.1 0.1 0.1
H -3.17095 2.99923 1.87199 0.0 0.1 0.0
H -4.48636 1.19037 0.86640 -0.1 0.0 -0.1
H -3.44604 -2.38058 0.84742 -0.1 0.1 -0.2
H -4.81739 -1.26531 0.65595 0.1 -0.1 -0.2
H -4.31665 -2.18961 -2.78657 0.1 0.1 0.0
H -4.26196 -3.31188 -1.41262 0.1 0.1 0.0
H -5.48228 -2.02907 -1.46916 0.1 0.1 0.1
```
Positions in Å, forces in eV/Å.

=====

This record from OMol25 describes a 5-piece molecular cluster, H10O5 overall. The level of theory is the ωB97M-V functional and the def2-TZVPD basis.

Calculated values
HOMO-LUMO gap ... 10.620 eV
Energy relative to the best compared isomer or geometry (same formula, charge and spin) ... 102.20 kJ/mol
SMILES ... O.O.O.O.O

```
15
Properties=species:S:1:pos:R:3:forces:R:3
O -0.71291 -0.89123 -1.90001 -0.4 0.2 -0.2
H -1.23544 -1.53378 -2.39902 0.0 0.0 0.2
H -1.12824 -0.03639 -2.08502 0.2 -0.1 -0.2
O 2.10147 0.12673 1.63159 -0.3 0.0 -0.3
H 1.26621 0.12082 1.11529 0.5 0.1 0.5
H 1.84216 0.39746 2.51690 0.0 0.0 0.0
O -1.40064 3.06227 2.64294 0.0 -0.1 -0.1
H -1.61227 3.65591 1.91447 0.0 0.0 0.1
H -0.70946 2.48608 2.29416 0.0 0.2 0.0
O 1.45567 -2.91862 -2.13036 -0.2 0.0 -0.1
H 0.87317 -2.16448 -1.96373 0.3 0.0 0.0
H 1.59855 -2.91548 -3.08256 0.0 0.0 0.1
O -0.45811 0.42979 0.53097 -0.6 -0.2 -0.4
H -1.21979 0.36588 1.12087 0.1 0.0 0.0
H -0.66039 -0.18497 -0.20649 0.3 0.2 0.6
```
Positions in Å, forces in eV/Å.

=====

This record from OMol25 describes a 2-piece molecular cluster, C5H13N2 overall. The level of theory is the ωB97M-V functional and the def2-TZVPD basis.

Calculated values
HOMO-LUMO gap (alpha / beta) ... 4.358 / 7.763 eV
Energy relative to the best compared isomer or geometry (same formula, charge and spin) ... 191.20 kJ/mol
2S+1 ... 2

```
20
Properties=species:S:1:pos:R:3:forces:R:3
C -2.51842 0.46128 -2.03760 -0.1 -0.1 -0.5
C -1.15907 0.53037 -1.38025 -0.2 -0.5 1.2
N -1.26764 0.07759 0.07062 -1.4 0.2 -2.1
H -2.50780 0.76236 -3.08636 0.2 0.1 0.1
H -2.89534 -0.56353 -2.04798 0.0 0.0 0.2
H -3.24617 1.09926 -1.53655 0.0 0.0 0.1
H -0.44523 -0.18616 -1.78226 0.1 0.3 -0.4
H -0.73872 1.53039 -1.33759 0.1 0.0 -0.2
H -2.00541 0.60388 0.52711 0.1 0.1 0.3
H -0.23273 0.19693 0.51399 1.7 0.1 1.6
H -1.56978 -0.89009 0.01873 0.1 -0.1 0.5
C 2.06886 -0.39898 0.37423 -0.5 -0.2 1.1
C 2.82248 -1.42703 0.81592 0.3 0.4 -0.4
C 1.31974 0.47170 2.43843 -0.7 -0.1 1.1
N 1.08383 0.22604 1.14238 0.2 0.2 -2.2
H 2.23534 0.00373 -0.62285 -0.3 -0.2 -0.2
H 2.71865 -1.81752 1.82020 0.0 0.0 -0.1
H 3.58685 -1.82454 0.16174 0.1 -0.1 0.1
H 0.46831 0.80464 3.02692 0.2 0.0 0.1
H 2.28223 0.33965 2.92115 0.0 -0.1 -0.2
```
Positions in Å, forces in eV/Å.

=====

This record from OMol25 describes C28H31IrN3O9PS3 as an isolated structure. The level of theory is the ωB97M-V functional and the def2-TZVPD basis.

Calculated values
HOMO-LUMO gap (alpha / beta) ... 7.114 / 6.893 eV
Net charge ... -1
Energy relative to the best compared isomer or geometry (same formula, charge and spin) ... 179.98 kJ/mol
2S+1 ... 2

```
76
Properties=species:S:1:pos:R:3:forces:R:3
Ir 1.00783 0.79226 -0.08832 1.2 -1.1 1.4
O 1.57884 -3.72734 -1.10483 0.0 0.3 -0.2
C 0.99960 -4.15009 0.03589 -0.1 -0.1 0.2
C 0.74869 -5.51570 0.15712 0.0 0.1 0.0
C 0.18694 -6.01968 1.31452 0.0 0.0 0.0
C -0.12295 -5.17578 2.37576 0.0 0.0 0.0
C 0.14255 -3.82342 2.26256 -0.1 0.1 0.0
C 0.69223 -3.29279 1.09762 0.0 0.0 0.0
C 1.01090 -1.84478 1.03604 -0.1 0.2 -0.1
O 0.78372 -1.21956 -0.10333 -0.6 -0.6 0.1
N 1.52878 -1.30187 2.08352 0.2 0.0 0.0
N 1.79954 0.02873 1.84982 0.0 0.1 -0.5
C 2.19290 0.72913 2.84316 0.0 0.1 -0.2
C 2.48660 2.14268 2.73600 0.0 -0.1 0.0
C 2.62415 2.90305 3.89983 0.0 0.0 0.0
C 2.87967 4.25800 3.83919 0.0 0.0 0.0
C 3.00777 4.86425 2.58779 0.0 0.0 -0.1
C 2.88366 4.13017 1.42564 0.1 0.0 0.0
C 2.62409 2.75259 1.47335 0.0 0.0 0.2
O 2.57639 2.05515 0.35494 -0.9 0.4 -0.7
H 1.53796 -2.75322 -1.13804 0.0 0.0 -0.1
H 1.00318 -6.15771 -0.67630 0.0 0.0 0.0
H -0.01002 -7.08227 1.39079 0.0 0.0 0.0
H -0.56501 -5.57023 3.28096 0.0 0.0 0.0
H -0.07868 -3.14222 3.07358 0.0 0.0 0.0
H 2.25474 0.24088 3.81256 0.0 0.0 0.0
H 2.50625 2.40896 4.85808 0.0 0.0 0.0
H 2.97250 4.84097 4.74601 0.0 0.0 0.0
H 3.19797 5.92946 2.52348 0.0 0.0 0.0
H 2.96379 4.59101 0.45008 0.0 0.0 0.0
C 3.51048 0.31055 -1.56466 -0.2 0.0 0.0
O 2.11246 0.34824 -1.67551 0.2 -0.2 0.0
H 3.85193 -0.19272 -0.64985 0.0 0.0 0.0
H 3.96283 1.30695 -1.57834 0.0 0.0 0.0
H 3.89171 -0.25837 -2.42348 0.0 0.0 0.0
C -3.57764 -1.29560 -1.52732 0.1 0.1 0.0
C -2.62186 -2.05171 -2.43365 0.1 0.0 -0.1
C -1.75787 -3.00854 -1.64138 0.1 0.0 0.0
O -1.70302 -1.24911 -3.24991 -0.2 0.1 0.3
P -1.39603 0.31463 -3.26851 -0.2 0.0 -0.3
S -2.87485 1.46239 -3.76861 -0.1 -0.1 0.0
S -0.85621 1.05792 -1.40218 0.0 0.4 0.1
O -0.25747 0.39554 -4.35630 0.2 0.0 0.3
C 0.55498 -0.58524 -5.03860 -0.1 0.1 -0.2
C -0.18217 -1.02040 -6.29237 0.0 0.0 0.0
C 0.97663 -1.74605 -4.17986 0.1 -0.2 0.1
H -4.29826 -2.01974 -1.13912 0.0 0.0 0.0
H -4.11559 -0.51896 -2.06002 -0.1 0.1 -0.1
H -3.05599 -0.84847 -0.68127 0.0 0.0 0.0
H -3.20141 -2.59771 -3.18291 0.0 0.1 0.0
H -1.11735 -2.43333 -0.97064 0.0 0.0 0.0
H -1.12798 -3.61184 -2.29650 0.0 0.0 0.0
H -2.37939 -3.67368 -1.03894 0.0 0.0 0.0
H 1.43622 -0.00428 -5.31664 0.0 0.0 0.0
H -1.07366 -1.58846 -6.02336 0.0 0.0 0.0
H 0.46669 -1.65482 -6.90008 0.0 0.0 0.0
H -0.48270 -0.15442 -6.88249 0.0 0.0 0.0
H 0.13747 -2.41049 -3.97896 0.1 0.0 0.0
H 1.39570 -1.37311 -3.24547 0.0 0.0 0.1
H 1.74109 -2.31762 -4.71077 0.1 0.0 0.0
O 0.02480 3.52792 0.32148 -0.2 0.1 0.2
C -0.58944 2.88971 1.15616 0.2 0.0 -0.1
N -0.35036 1.56046 1.41812 0.0 0.7 -0.5
S -1.32945 0.96293 2.58118 0.1 -0.2 -0.2
O -0.59448 0.66424 3.78257 0.0 0.0 0.1
O -2.18770 -0.06586 2.06429 0.0 -0.1 0.0
C -2.22292 2.47149 2.81794 0.0 0.0 0.0
C -3.28392 2.71814 3.66401 0.0 0.0 0.0
C -3.81029 4.00453 3.66099 0.0 0.0 0.0
C -3.28027 4.99347 2.83615 0.0 0.0 0.0
C -2.21166 4.72111 1.99171 0.0 0.0 0.0
C -1.69031 3.44102 1.99807 -0.1 -0.1 0.0
H -3.69110 1.94175 4.29783 0.0 0.0 0.0
H -4.64770 4.24012 4.30547 0.0 0.0 0.0
H -3.71463 5.98496 2.85023 0.0 0.0 0.0
H -1.79390 5.47185 1.33407 0.0 0.0 0.0
```
Positions in Å, forces in eV/Å.